ORCA calculation (ωB97M-V with the def2-TZVPD basis set) on an isolated molecule of C3H6ClN at a distorted geometry.

Geometry as XYZ:
```
11
Properties=species:S:1:pos:R:3:forces:R:3:mulliken_charge:R:1
N -0.873178 -0.800343 -0.952643 -0.90 -0.72 -1.63 -0.483
C -0.251275 -0.284288 0.167568 0.28 -0.55 -0.69 0.588
Cl -0.558506 -1.329754 1.706757 0.31 0.66 -0.54 -0.285
C 0.064727 1.168908 0.448208 0.52 -3.52 2.05 -0.751
C 1.156204 0.232590 -0.015852 -2.56 -0.08 1.44 -0.780
H -0.613539 -1.759035 -1.332527 -0.42 2.01 1.09 0.224
H -1.843586 -0.523700 -1.142764 0.74 -0.50 0.37 0.209
H 0.064938 1.141007 1.522026 -0.13 1.33 0.32 0.260
H -0.258267 1.970399 -0.099504 -0.85 1.72 -1.22 0.356
H 1.345383 0.359104 -1.017973 1.19 -0.19 -1.95 0.351
H 1.767100 -0.174888 0.716704 1.83 -0.16 0.76 0.311
```
Forces are in eV/Å.

## Properties
Kohn-Sham gap = 0.385 Ha
SMILES = NC1(Cl)CC1
E_HOMO = -9.437 eV
multiplicity = 1
total charge = 0
energy relative to the best compared isomer or geometry (same formula, charge and spin) = 15.9 kcal per mole

=====

ORCA calculation (ωB97M-V with the def2-TZVPD basis set) on a cluster of 2 separate species, C3H6ClN2 in total at a distorted geometry.

Geometry as XYZ:
```
12
Properties=species:S:1:pos:R:3:forces:R:3:mulliken_charge:R:1
C -0.713516 -1.765818 -0.302659 2.06 -1.79 0.14 -0.363
C -2.774705 -0.461313 0.239863 1.11 -0.93 -0.35 0.383
C 0.110089 2.055965 -0.185896 1.30 1.13 -0.21 -0.210
N -1.851670 -1.126679 0.068954 -3.52 2.38 0.42 0.137
N 0.418993 0.831072 -0.162728 0.75 0.82 0.60 -0.495
Cl -4.099965 0.424102 0.395756 0.05 -0.03 0.15 0.040
H -0.857393 -2.256762 -1.301840 0.42 0.26 1.19 0.339
H 0.064861 -1.007487 -0.214494 -0.14 0.20 -0.97 0.271
H -0.865191 2.413996 -0.015923 -1.73 -0.31 0.02 0.175
H 0.728551 2.972370 -0.344950 0.49 -1.13 0.12 0.233
H -0.413209 -2.362378 0.570747 -0.32 -0.90 -0.68 0.307
H 1.442783 0.687654 -0.184428 -0.47 0.30 -0.45 0.181
```
Forces are in eV/Å.

## Properties
Kohn-Sham gap = 0.376 Ha
E_HOMO = -14.135 eV
multiplicity = 1
total charge = +1
energy relative to the best compared isomer or geometry (same formula, charge and spin) = 71.4 kcal per mole

=====

Question: What is the Kohn-Sham gap in the second record?
Answer: 0.376 Ha